Density functional theory data (wB97M-V/def2-TZVPD) for CH2N2O2S in the gas phase in a non-equilibrium geometry.

Positions of all 8 atoms, in Å:
N (-0.203, 0.111, -0.237)
C (0.197, 1.366, -0.141)
S (0.938, 2.451, -1.362)
N (0.222, 2.075, 1.179)
O (0.286, 1.370, 2.170)
O (0.197, 3.264, 1.181)
H (-0.524, -0.156, 0.673)
H (-0.230, -0.224, -1.180)

Results
**Multiplicity**: 1
**E**: -697.3471 Eh
**Kohn-Sham gap**: 7.7 eV
**SMILES**: NC(=S)[N+](=O)[O-]
**Relative energy (zero: lowest compared OMol25 entry of this formula, charge and spin)**: 5.547 eV

Density functional theory data (wB97M-V/def2-TZVPD) for C5H10O in the gas phase.

Positions of all 16 atoms, in Å:
C (-1.678, -0.532, 0.927)
C (-1.528, -0.586, -0.397)
C (-0.137, -0.558, -0.986)
C (0.688, 0.648, -0.394)
C (1.853, 0.179, 0.469)
O (-0.111, 1.534, 0.367)
H (-0.807, -0.612, 1.575)
H (-2.624, -0.335, 1.419)
H (-2.394, -0.526, -1.056)
H (-0.168, -0.481, -2.078)
H (0.385, -1.495, -0.757)
H (1.093, 1.224, -1.236)
H (2.345, 1.034, 0.944)
H (2.588, -0.347, -0.150)
H (1.523, -0.506, 1.261)
H (-1.026, 1.359, 0.092)

Results
**Multiplicity**: 1
**E**: -271.7039 Eh
**Kohn-Sham gap**: 10.8 eV
**SMILES**: C=CC[C@H](C)O
**Relative energy (zero: lowest compared OMol25 entry of this formula, charge and spin)**: 1.326 eV

Density functional theory data (wB97M-V/def2-TZVPD) for C4H6N4 in the gas phase in a non-equilibrium geometry.

Positions of all 14 atoms, in Å:
C (-1.544, 1.058, 0.030)
N (-2.194, -0.057, -0.047)
N (-1.148, -1.137, -0.334)
C (0.060, -0.672, 0.265)
C (1.455, -0.959, -0.088)
N (2.264, -0.041, -0.137)
N (1.407, 1.145, -0.117)
C (0.024, 0.653, -0.358)
H (-1.944, 2.083, 0.107)
H (-1.560, -1.893, 0.036)
H (-0.152, -0.510, 1.371)
H (1.926, -1.984, -0.071)
H (1.530, 1.686, 0.781)
H (-0.126, 0.628, -1.438)

Results
**Multiplicity**: 1
**E**: -374.8732 Eh
**Kohn-Sham gap**: 10.2 eV
**SMILES**: C1=NN[C@H]2C=NN[C@H]12
**Relative energy (zero: lowest compared OMol25 entry of this formula, charge and spin)**: 5.121 eV

Density functional theory data (wB97M-V/def2-TZVPD) for a molecular structure, C16H32AlBrClF8KNO12P2S2 in a non-equilibrium geometry.

Positions of all 77 atoms, in Å:
C (-0.491, -3.482, 1.502)
C (-1.889, -2.876, 1.494)
O (-2.361, -2.531, 2.524)
O (-2.655, -2.682, 0.330)
C (-2.772, -3.851, -0.475)
C (-1.818, -3.831, -1.676)
C (-2.134, -2.668, -2.690)
C (-1.824, -1.258, -2.160)
C (-0.539, -1.190, -1.336)
S (-0.285, 0.372, -0.403)
P (-2.038, 1.677, -0.413)
O (-3.135, 0.974, 0.529)
Cl (-1.318, 3.296, 0.716)
S (1.209, 1.461, -1.511)
O (0.606, 2.676, -1.959)
O (2.306, 1.690, -0.657)
F (1.502, 0.508, -2.755)
H (0.140, -2.805, 2.084)
H (-0.014, -3.579, 0.520)
H (-0.494, -4.434, 2.037)
H (-2.692, -4.783, 0.092)
H (-3.780, -3.869, -0.909)
H (-1.948, -4.809, -2.230)
H (-0.735, -3.822, -1.340)
H (-3.212, -2.719, -2.880)
H (-1.661, -2.825, -3.701)
H (-1.756, -0.559, -3.001)
H (-2.685, -0.928, -1.569)
H (0.316, -1.223, -2.055)
H (-0.436, -1.976, -0.593)
H (-3.980, 0.983, 0.054)
C (4.871, 3.155, -0.524)
C (6.233, 2.758, -0.002)
O (6.546, 1.592, 0.156)
N (7.110, 3.754, 0.293)
C (6.919, 5.189, 0.169)
H (4.290, 2.260, -0.711)
H (4.346, 3.763, 0.216)
H (4.971, 3.706, -1.460)
H (7.995, 3.418, 0.638)
H (7.675, 5.586, -0.508)
H (7.050, 5.647, 1.151)
H (5.935, 5.430, -0.211)
C (0.379, 6.989, 0.400)
O (-0.398, 5.937, -0.245)
H (-0.292, 7.806, 0.682)
H (0.870, 6.600, 1.295)
H (1.126, 7.373, -0.292)
H (0.231, 5.239, -0.484)
C (-5.410, -4.806, 2.368)
C (-6.631, -5.535, 1.875)
O (-6.202, -6.019, 0.591)
C (-4.852, -6.095, 0.617)
O (-4.191, -6.606, -0.240)
O (-4.342, -5.510, 1.716)
H (-5.303, -4.839, 3.444)
H (-5.384, -3.762, 2.045)
H (-6.896, -6.384, 2.506)
H (-7.499, -4.887, 1.776)
F (-3.503, -6.459, 4.747)
P (-2.552, -5.184, 5.205)
F (-1.577, -4.248, 4.258)
F (-1.436, -6.364, 4.906)
F (-1.558, -4.742, 6.442)
F (-3.608, -5.026, 6.462)
F (-3.654, -4.256, 4.370)
Al (-2.117, 6.278, 1.193)
C (4.144, 7.041, -3.312)
C (5.542, 6.848, -2.737)
O (6.123, 7.806, -2.316)
O (5.950, 5.586, -2.771)
H (3.854, 8.085, -3.259)
H (4.128, 6.720, -4.353)
H (3.420, 6.444, -2.752)
F (1.079, -1.132, -3.765)
Br (7.649, 4.830, -3.643)
K (-0.458, -4.923, -3.505)

Results
**Multiplicity**: 1
**E**: -7740.7004 Eh
**Kohn-Sham gap**: 5.7 eV
**Total charge**: +1